Entry 1:
The following is a DFT calculation (wB97M-V/def2-TZVPD) of a molecular structure, C41H42N5P2SiTa.

Summary:
LUMO energy in eV: -12.6
Relative energy (zero: lowest compared OMol25 entry of this formula, charge and spin) in kJ/mol: 0.0
Net charge: +4
HOMO energy in hartree: -0.6873

Geometry as XYZ:
```
92
C41H42N5P2SiTa, DFT wB97M-V/def2-TZVPD
Ta 0.284 0.184 0.868
P 0.459 2.755 0.954
P -1.990 -1.170 1.484
Si -1.535 1.144 -0.828
N 2.302 0.379 0.198
N 4.469 -0.049 -0.597
N 2.901 -1.727 -0.631
N 0.597 -1.554 -0.255
N 1.533 -3.513 -1.050
C 3.018 5.833 0.459
C 5.444 -0.978 -1.203
C 2.220 2.212 3.160
C -3.895 4.035 1.028
C -1.406 -2.887 1.510
C 2.510 1.438 4.279
C -4.003 0.791 4.381
C -3.779 -0.113 -1.996
C 2.155 3.638 -1.035
C 3.049 4.543 -1.586
C -0.897 1.614 -2.502
C -3.619 -1.438 5.216
C -4.142 -0.164 5.383
C 1.646 -2.261 -0.646
C 1.695 3.832 0.273
C 2.123 4.938 1.020
C -1.238 3.297 1.038
C 1.595 0.512 4.789
C -2.880 -0.143 -0.924
C 3.477 5.636 -0.840
C -2.786 -0.807 3.051
C 0.070 -4.548 2.461
C -5.241 -1.663 -0.867
C -3.170 -0.988 0.151
C -2.143 2.568 0.236
C -2.984 4.739 1.814
C -0.440 -3.259 2.453
C 4.974 1.266 -0.169
C 0.967 2.105 2.560
C -1.831 -3.816 0.558
C 3.231 -0.422 -0.340
C 0.355 0.366 4.192
C -0.373 -5.478 1.524
C 0.048 1.145 3.063
C -3.330 0.474 3.214
C -2.939 -1.769 4.050
C -4.354 -1.727 0.195
C -1.317 -5.111 0.574
C -3.485 2.953 0.260
C -4.943 -0.871 -1.969
C -1.648 4.374 1.825
H 2.308 -4.044 -1.420
H -1.739 1.956 -3.110
H -4.582 -2.355 1.050
H -2.559 -2.773 3.924
H -3.751 -2.184 5.989
H -3.267 1.210 2.416
H -0.441 0.765 -3.013
H -2.588 -3.554 -0.170
H 3.662 -2.340 -0.886
H 5.230 1.249 0.891
H -5.630 -0.830 -2.804
H -0.944 4.924 2.437
H 3.348 6.693 1.026
H 0.003 -6.492 1.551
H 5.046 -1.411 -2.121
H 4.166 6.347 -1.277
H -4.934 4.339 1.017
H 5.745 -1.754 -0.495
H 3.463 1.566 4.779
H 6.332 -0.416 -1.471
H -4.676 0.083 6.291
H -3.592 0.519 -2.856
H 1.755 5.110 2.026
H -0.114 -2.555 3.214
H 5.867 1.489 -0.743
H -1.686 -5.842 -0.136
H 2.672 1.323 0.268
H -0.399 -0.295 4.605
H 0.791 -4.839 3.214
H -0.182 2.435 -2.473
H 1.800 2.803 -1.628
H 1.847 -0.061 5.671
H 0.652 -4.003 -0.952
H -1.015 1.230 2.781
H -4.437 1.774 4.506
H -3.320 5.576 2.411
H -0.250 -2.118 -0.334
H 3.397 4.411 -2.602
H 2.945 2.923 2.784
H 4.260 2.063 -0.379
H -6.159 -2.234 -0.840
H -4.216 2.415 -0.332
```

Quick look at the Mulliken charges, all values in e: Ta 1.44; P 0.45; P 1.17; Si 0.33; N -0.35; N 0.08; N 0.05; N 0.33; N -0.25; C -0.80; C -1.04; C -1.24; C -0.93; C -0.07; C -0.85; C -0.85; C -0.63; C -0.47; C -1.00; C -1.31; C -0.73; C -0.77; C 0.56; C 1.66; C -0.87; C 1.08; C -0.93; C 0.29; C -0.68; C 0.73; C -0.81; C -0.89; C 0.51; C 0.80; C -0.81; C -0.66; C -0.61; C 0.57; C -0.07; C 0.72; C -0.13; C -0.60; C -0.76; C -0.14; C -0.62; C -0.35; C -1.00; C -0.55; C -0.95; C -0.87; H 0.24; H 0.48; H 0.56; H 0.48; H 0.50; H 0.11; H 0.45; H 0.45; H 0.29; H 0.31; H 0.48; H 0.51; H 0.49; H 0.49; H 0.48; H 0.47; H 0.49; H 0.39; H 0.50; H 0.28; H 0.47; H 0.41; H 0.45; H 0.44; H 0.34; H 0.48; H -0.54; H 0.70; H 0.52; H 0.39; H 0.41; H 0.53; H 0.10; H 0.41; H 0.53; H 0.50; H -0.17; H 0.52; H 0.61; H 0.19; H 0.49; H 0.56

=====

Entry 2:
The following is a DFT calculation (wB97M-V/def2-TZVPD) of 2 unconnected molecules or ions with the total composition C23H29O8 in a non-equilibrium geometry.

Summary:
LUMO energy in eV: 0.8
Relative energy (zero: lowest compared OMol25 entry of this formula, charge and spin) in kJ/mol: 0.0
Net charge: -1
HOMO energy in hartree: -0.1076

Geometry as XYZ:
```
60
C23H29O8, DFT wB97M-V/def2-TZVPD
O 1.633 -0.520 1.644
O -2.093 0.167 0.313
O -0.844 -4.724 1.734
O -2.256 2.055 1.513
O -2.461 -5.178 0.288
O -4.741 -5.209 0.851
O 0.106 -1.087 0.055
O -5.442 -4.729 2.910
C -4.500 -4.891 2.177
C -3.087 -4.707 2.595
C 0.432 -0.373 0.998
C 0.371 3.179 1.956
C -0.693 -5.267 4.372
C -2.038 -4.886 1.557
C -1.349 -3.372 5.699
C -1.594 1.067 1.178
C -0.274 0.723 1.656
C 0.197 1.647 3.959
C -3.805 -0.476 -1.138
C 0.502 -5.342 5.087
C 2.383 -1.742 1.425
C -3.420 0.523 -0.086
C -0.136 -3.418 6.389
C -1.621 -4.209 4.579
C 0.825 -4.385 6.056
C 1.705 -2.985 1.940
C -2.814 -4.024 3.772
C 0.518 1.744 2.475
C -3.516 -7.327 0.790
C -4.041 -5.962 -1.306
C -3.696 -5.928 0.192
H 1.179 -6.178 4.899
H 0.791 2.377 4.516
H -3.558 -1.504 -0.844
H 1.804 -4.392 6.545
H -4.881 -0.392 -1.297
H -2.152 -2.706 6.022
H -2.680 -7.831 0.279
H 0.434 0.647 4.329
H -3.293 -0.230 -2.075
H -3.627 -3.391 4.180
H -3.228 -6.442 -1.864
H -4.166 -4.934 -1.667
H 3.331 -1.553 1.941
H 0.854 3.264 0.975
H 0.800 -3.187 1.356
H -3.433 1.545 -0.503
H 2.376 -3.838 1.789
H 0.858 3.886 2.637
H -0.867 1.833 4.127
H 1.560 1.437 2.320
H -4.974 -6.519 -1.468
H -0.958 -6.075 3.695
H -4.430 -7.916 0.610
H -3.323 -7.282 1.875
H 1.443 -2.921 3.004
H -0.693 3.420 1.858
H 2.555 -1.860 0.348
H 0.059 -2.708 7.201
H -4.095 0.475 0.786
```

Quick look at the natural (NBO) charges, all values in e: O -0.57; O -0.51; O -0.56; O -0.75; O -0.51; O -0.52; O -0.70; O -0.56; C 0.78; C -0.38; C 0.75; C -0.62; C -0.10; C 0.77; C -0.07; C 0.75; C -0.46; C -0.60; C -0.62; C -0.24; C -0.06; C -0.07; C -0.26; C -0.15; C -0.16; C -0.64; C 0.06; C -0.22; C -0.67; C -0.63; C 0.53; H 0.22; H 0.17; H 0.21; H 0.22; H 0.19; H 0.21; H 0.23; H 0.20; H 0.20; H 0.24; H 0.22; H 0.24; H 0.16; H 0.19; H 0.26; H 0.18; H 0.19; H 0.17; H 0.20; H 0.21; H 0.22; H 0.22; H 0.23; H 0.22; H 0.20; H 0.24; H 0.18; H 0.22; H 0.17

=====

Entry 3:
The following is a DFT calculation (wB97M-V/def2-TZVPD) of a molecular structure, C15H8N3O5Yb in a non-equilibrium geometry.

Summary:
2S+1: 2
LUMO energy (spin up / spin down) in eV: -9.1 / -9.7
Relative energy (zero: lowest compared OMol25 entry of this formula, charge and spin) in kJ/mol: 4.1
Net charge: +2
HOMO energy (spin up / spin down) in hartree: -0.5271 / -0.5271

Geometry as XYZ:
```
32
C15H8N3O5Yb, DFT wB97M-V/def2-TZVPD
Yb -0.061 -0.521 -3.097
O -2.549 -0.142 -5.728
O 0.629 -0.438 -6.600
O -2.961 -2.289 -2.045
O -1.501 -3.512 -4.672
O 0.904 -3.764 -2.562
N -0.063 3.913 6.852
N 0.453 0.319 1.188
N -0.011 -0.444 -0.844
C 0.137 3.386 5.826
C 0.608 -1.077 1.210
C -0.771 -2.905 -3.947
C 0.663 -3.208 -3.639
C -0.256 3.153 3.418
C 1.177 1.554 4.562
C 1.260 0.783 3.403
C -1.861 -0.464 -4.860
C 0.559 1.209 2.277
C -0.128 2.427 2.235
C -2.057 -1.691 -2.443
C 0.363 2.693 4.591
C 0.072 0.654 -0.072
C 0.491 -0.583 -5.467
C 0.298 -1.531 -0.032
H 0.290 -2.549 -0.378
H 0.905 -1.636 2.077
H 1.718 1.261 5.455
H 1.862 -0.124 3.375
H -0.864 4.060 3.416
H 1.378 -3.008 -4.469
H -0.607 2.783 1.323
H -0.075 1.691 -0.351
```

Quick look at the natural (NBO) charges, all values in e: Yb 1.40; O -0.33; O -0.30; O -0.34; O -0.28; O -0.35; N -0.21; N -0.31; N -0.72; C 0.23; C -0.02; C 0.35; C 0.20; C -0.13; C -0.11; C -0.24; C 0.45; C 0.19; C -0.24; C 0.44; C -0.14; C 0.22; C 0.42; C -0.09; H 0.24; H 0.26; H 0.26; H 0.24; H 0.26; H 0.23; H 0.22; H 0.23

=====

Number 1: calculated total energy -2889.2870 a.u.. Number 2: calculated total energy -1495.7841 a.u.. Number 3: calculated total energy -2274.8382 a.u..